# HN2O5S

A gas-phase ion, HN2O5S (charge -1) (ωB97M-V/def2-TZVPD, OMol25).

Output
SMILES: O=[N+]([O-])N=[S@@](=O)([O-])O
Charge: -1
Energy above the lowest of the compared OMol25 structures with the same formula, charge and spin: 73.08 kcal per mole
Energy: -24065.7092 eV

Cartesian coordinates (Å):
1 N -1.56858 0.37425 -0.11338
2 N -0.27820 1.13494 -0.59879
3 O -2.87835 0.49160 -0.10048
4 O 1.20352 -1.20026 -0.50547
5 O 2.11354 1.03433 -0.62981
6 O 1.05597 0.29695 1.47680
7 O -1.20093 -0.65230 0.45263
8 S 1.00974 0.36508 0.07744
9 H 0.54329 -1.84458 -0.05894

# HN2O6S

2 unconnected molecules or ions with the total composition HN2O6S (ωB97M-V/def2-TZVPD, OMol25).

Output
Charge: -1
Energy above the lowest of the compared OMol25 structures with the same formula, charge and spin: 3.04 kcal per mole
Energy: -26113.0617 eV

Cartesian coordinates (Å):
1 N 2.35925 -0.21439 -0.81217
2 N -1.42296 -0.48389 -0.39550
3 O 2.21759 -0.63768 0.43114
4 O -1.72091 -0.49810 -1.59087
5 O -1.55439 -1.38495 0.41384
6 O -1.89582 1.66541 0.97228
7 O 0.19559 0.45437 1.25732
8 O 1.29672 0.23910 -1.29196
9 S -0.69739 1.13352 0.37372
10 H 1.22233 -0.27337 0.64220

# HN3O

HN3O in the gas phase (ωB97M-V/def2-TZVPD, OMol25).

Output
Energy above the lowest of the compared OMol25 structures with the same formula, charge and spin: 84.13 kcal per mole
Energy: -6528.3666 eV

Cartesian coordinates (Å):
1 N 0.54305 -0.54825 0.04110
2 N 1.63950 -0.63255 0.12673
3 N -0.52380 0.08329 0.05415
4 O -0.36061 1.43381 0.09200
5 H -1.29814 -0.33630 -0.31398

# HN3O2

2 unconnected molecules or ions with the total composition HN3O2 (ωB97M-V/def2-TZVPD, OMol25).

Output
Energy above the lowest of the compared OMol25 structures with the same formula, charge and spin: 105.86 kcal per mole
Energy: -8574.9701 eV

Cartesian coordinates (Å):
1 N 2.91486 -1.33101 0.30349
2 N 0.76731 -0.58741 -1.02926
3 N 0.51744 -0.17310 0.06371
4 O 2.54867 -1.35734 -0.78598
5 O 0.27672 -0.67609 -2.11959
6 H -0.37239 0.26279 0.30883

# HN3O4

HN3O4 in the gas phase (ωB97M-V/def2-TZVPD, OMol25).

Output
SMILES: [H]/N=[N+](\[O-])O[N+](=O)[O-]
Energy above the lowest of the compared OMol25 structures with the same formula, charge and spin: 60.25 kcal per mole
Energy: -12668.1029 eV

Cartesian coordinates (Å):
1 N 1.44213 -0.38540 1.10130
2 N 0.26864 -0.40223 0.82164
3 N -0.68500 0.39810 -1.36378
4 O 0.02454 -0.64340 -0.68566
5 O -0.87407 1.39479 -0.82569
6 O -0.79188 -0.24623 1.34156
7 O -0.94021 0.01836 -2.47267
8 H 1.55585 -0.13399 2.08331

# HN3O4S

HN3O4S in the gas phase (ωB97M-V/def2-TZVPD, OMol25).

Output
Energy above the lowest of the compared OMol25 structures with the same formula, charge and spin: 85.82 kcal per mole
Energy: -23504.9694 eV

Cartesian coordinates (Å):
1 N 2.23850 -0.43229 0.07700
2 N 1.16274 -0.07307 -0.22509
3 N -1.10427 -1.49955 -0.06613
4 O -1.49551 -0.15004 -0.31424
5 O -2.07581 -2.14774 -0.00289
6 O -0.78486 2.18018 -1.13622
7 O 0.45590 0.82073 0.63424
8 S -0.99940 1.44552 0.04581
9 H 2.60271 -0.14373 0.98751

# HN5OS

A gas-phase ion, HN5OS (charge -2) (ωB97M-V/def2-TZVPD, OMol25).

Output
SMILES: [H]/N=N/N([S-])/N=N/[O-]
Charge: -2
Energy above the lowest of the compared OMol25 structures with the same formula, charge and spin: 54.08 kcal per mole
Energy: -20342.3147 eV

Cartesian coordinates (Å):
1 N 0.00404 0.83634 0.25746
2 N 0.33662 -1.42002 -0.57433
3 N 0.36949 -0.81285 -1.71684
4 N -0.61598 1.65065 1.04788
5 N 0.01646 -0.43562 0.58281
6 O -0.53912 2.90697 0.72379
7 S -0.20581 -1.18727 2.08322
8 H 0.63431 -1.53821 -2.40399

# HN6O

A gas-phase ion, HN6O (charge -1) (ωB97M-V/def2-TZVPD, OMol25).

Output
Charge: -1
Energy above the lowest of the compared OMol25 structures with the same formula, charge and spin: 108.87 kcal per mole
Energy: -10996.7616 eV

Cartesian coordinates (Å):
1 N 0.83893 1.92007 0.83007
2 N 1.25523 1.00902 1.54595
3 N 0.72612 -0.18082 1.30727
4 N -0.66651 0.92281 0.00173
5 N -0.33030 -0.08051 0.54879
6 N 0.59011 3.09786 0.91156
7 O 0.80435 4.06851 0.13515
8 H -0.83689 -0.93327 0.49288

Copy entry 5 word for word.
# HN3O4

HN3O4 in the gas phase (ωB97M-V/def2-TZVPD, OMol25).

Output
SMILES: [H]/N=[N+](\[O-])O[N+](=O)[O-]
Energy above the lowest of the compared OMol25 structures with the same formula, charge and spin: 60.25 kcal per mole
Energy: -12668.1029 eV

Cartesian coordinates (Å):
1 N 1.44213 -0.38540 1.10130
2 N 0.26864 -0.40223 0.82164
3 N -0.68500 0.39810 -1.36378
4 O 0.02454 -0.64340 -0.68566
5 O -0.87407 1.39479 -0.82569
6 O -0.79188 -0.24623 1.34156
7 O -0.94021 0.01836 -2.47267
8 H 1.55585 -0.13399 2.08331

Please write out number 1 again, unchanged.
# HN2O5S

A gas-phase ion, HN2O5S (charge -1) (ωB97M-V/def2-TZVPD, OMol25).

Output
SMILES: O=[N+]([O-])N=[S@@](=O)([O-])O
Charge: -1
Energy above the lowest of the compared OMol25 structures with the same formula, charge and spin: 73.08 kcal per mole
Energy: -24065.7092 eV

Cartesian coordinates (Å):
1 N -1.56858 0.37425 -0.11338
2 N -0.27820 1.13494 -0.59879
3 O -2.87835 0.49160 -0.10048
4 O 1.20352 -1.20026 -0.50547
5 O 2.11354 1.03433 -0.62981
6 O 1.05597 0.29695 1.47680
7 O -1.20093 -0.65230 0.45263
8 S 1.00974 0.36508 0.07744
9 H 0.54329 -1.84458 -0.05894